# C6H5INO5

A cluster of 2 separate species, C6H5INO5 in total (ωB97M-V with the def2-TZVPD basis set, the Open Molecules 2025 dataset).

The relative energy (zero: lowest compared OMol25 entry of this formula, charge and spin) comes out at 0.202 eV. For the frontier orbital gap, the calculation gives 6.19 eV.

The geometry in ORCA input format:
```
! wB97M-V def2-TZVPD RIJCOSX def2/J DEFGRID3
* xyz -1 1
C 1.43 -0.03 -2.02
C 1.13 -1.42 -1.88
C 0.91 0.59 -0.98
C 0.30 -1.60 -0.86
C -0.38 1.15 1.80
C -0.45 -0.16 1.02
N 0.22 -0.27 -0.15
O -1.14 1.05 2.85
O 0.48 1.99 1.65
O 1.01 1.94 -0.83
O -0.24 -2.73 -0.44
O -1.09 -1.03 1.52
I -3.59 2.56 0.65
H 2.08 0.33 -2.69
H 1.18 -2.05 -2.65
H 0.84 2.13 0.10
H -0.97 -2.71 0.18
H -1.72 0.24 2.73
*
```